(1)
Here is C35H49PPdS2 as an isolated structure from OMol25. Energies are from wB97M-V/def2-TZVPD.

Summary:
Orbital gap = 4.2373 eV
Net charge = -2

Positions of all 88 atoms, in Å:
Pd  -0.481  0.351  0.699
S  -2.266  0.628  2.458
C  -1.524  -0.108  3.888
C  -2.364  -0.601  4.901
C  -1.888  -1.158  6.083
C  -0.513  -1.244  6.276
C  0.341  -0.771  5.285
C  -0.112  -0.210  4.075
S  1.066  0.337  2.882
H  -3.434  -0.532  4.731
H  -2.580  -1.531  6.831
H  -0.105  -1.678  7.184
H  1.415  -0.838  5.423
C  1.529  4.521  2.341
C  0.776  4.808  1.037
C  1.438  5.951  0.263
C  0.636  3.567  0.187
C  -0.595  3.093  -0.152
C  -0.806  1.854  -0.844
C  -2.111  1.703  -1.620
C  -3.360  1.918  -0.764
C  -2.153  2.659  -2.821
C  0.369  1.065  -1.154
C  1.666  1.605  -0.812
C  1.778  2.812  -0.179
C  2.920  0.804  -1.106
C  3.757  1.432  -2.227
C  3.771  0.587  0.150
C  0.279  0.030  -2.255
C  0.511  0.480  -3.561
C  0.384  -0.351  -4.660
C  0.013  -1.675  -4.468
C  -0.193  -2.140  -3.175
C  -0.054  -1.320  -2.049
P  -0.297  -1.911  -0.286
C  -2.073  -2.663  -0.312
C  -2.324  -3.996  -1.029
C  -3.003  -1.619  -0.937
C  -2.485  -2.840  1.159
C  0.942  -3.365  -0.189
C  0.666  -4.052  1.158
C  2.303  -2.663  -0.060
C  1.095  -4.422  -1.285
H  1.436  5.361  3.038
H  2.596  4.369  2.146
H  1.151  3.613  2.818
H  -0.238  5.122  1.305
H  2.445  5.659  -0.051
H  1.525  6.853  0.882
H  0.868  6.198  -0.635
H  -1.472  3.658  0.151
H  -2.145  0.683  -2.007
H  -3.525  2.983  -0.567
H  -3.278  1.408  0.195
H  -4.245  1.542  -1.289
H  -2.043  3.692  -2.475
H  -3.107  2.576  -3.353
H  -1.348  2.456  -3.532
H  2.762  3.148  0.137
H  2.601  -0.177  -1.453
H  4.064  2.443  -1.944
H  3.188  1.501  -3.157
H  4.659  0.838  -2.421
H  4.312  1.501  0.418
H  4.515  -0.200  -0.019
H  3.148  0.305  1.002
H  0.787  1.520  -3.699
H  0.563  0.034  -5.659
H  -0.113  -2.343  -5.313
H  -0.473  -3.174  -3.040
H  -2.096  -3.967  -2.096
H  -3.393  -4.231  -0.937
H  -1.778  -4.823  -0.574
H  -2.816  -1.503  -2.008
H  -2.888  -0.652  -0.449
H  -4.041  -1.947  -0.799
H  -1.958  -3.674  1.628
H  -3.561  -3.057  1.202
H  -2.312  -1.934  1.745
H  0.481  -3.322  1.952
H  1.540  -4.651  1.444
H  -0.193  -4.725  1.106
H  2.290  -1.897  0.722
H  2.591  -2.192  -1.002
H  3.073  -3.404  0.193
H  0.176  -4.952  -1.526
H  1.823  -5.168  -0.938
H  1.495  -3.988  -2.204

***

(2)
Here is C35H50AlN7P as an isolated structure from OMol25. Energies are from wB97M-V/def2-TZVPD.

Summary:
Orbital gap (alpha / beta) = 5.2242 / 6.0047 eV
Net charge = +1

Positions of all 94 atoms, in Å:
Al  0.270  -17.304  10.751
C  1.533  -12.226  13.367
C  2.131  -13.439  13.724
C  2.045  -14.564  12.821
C  1.399  -14.452  11.575
C  0.818  -13.169  11.216
C  0.841  -12.150  12.147
N  1.354  -15.507  10.630
C  1.860  -15.354  9.312
C  2.726  -14.320  8.851
C  3.233  -14.228  7.533
C  2.891  -15.279  6.630
C  2.204  -16.441  7.134
C  1.706  -16.498  8.451
N  1.172  -17.603  9.061
N  1.136  -18.792  8.462
C  0.801  -19.733  9.348
C  0.807  -21.089  8.985
C  0.708  -22.009  9.977
C  0.393  -21.609  11.311
C  0.226  -20.264  11.563
N  0.440  -19.369  10.611
H  1.582  -11.279  14.011
H  2.840  -13.483  14.596
H  2.378  -15.516  13.135
H  0.343  -13.080  10.255
H  0.383  -11.203  11.856
H  3.078  -13.591  9.555
H  3.857  -13.361  7.277
H  3.239  -15.296  5.621
H  2.038  -17.308  6.443
H  0.999  -21.378  7.924
H  0.917  -23.034  9.773
H  0.217  -22.428  12.049
H  -0.001  -19.894  12.580
C  -3.565  -14.598  9.127
C  -3.230  -15.889  8.390
C  -4.526  -16.197  7.533
C  -2.001  -15.642  7.532
P  -2.886  -17.211  9.793
N  -1.405  -17.072  10.199
C  -3.998  -16.791  11.358
C  -3.991  -18.062  12.286
C  -3.362  -15.582  12.027
C  -5.495  -16.455  11.145
C  -3.420  -18.874  9.059
C  -4.953  -19.198  8.878
C  -2.616  -19.169  7.785
C  -2.965  -19.967  10.081
H  -3.316  -13.751  8.480
H  -2.928  -14.510  10.062
H  -4.656  -14.431  9.343
H  -4.529  -15.412  6.739
H  -5.435  -16.069  8.173
H  -4.545  -17.176  7.047
H  -2.261  -14.855  6.820
H  -1.828  -16.518  6.928
H  -1.192  -15.367  8.158
H  -3.022  -18.571  12.307
H  -4.747  -18.834  12.045
H  -4.201  -17.744  13.300
H  -2.297  -15.541  11.800
H  -3.455  -15.603  13.109
H  -3.849  -14.634  11.745
H  -6.082  -17.258  10.793
H  -5.671  -15.689  10.395
H  -5.980  -16.025  12.116
H  -5.561  -18.323  8.767
H  -5.480  -19.726  9.682
H  -5.038  -19.822  7.962
H  -3.115  -18.838  6.884
H  -2.374  -20.221  7.666
H  -1.647  -18.595  7.885
H  -3.657  -20.122  10.856
H  -2.004  -19.595  10.530
H  -2.697  -20.908  9.616
N  0.270  -17.282  12.710
C  0.015  -17.308  13.867
N  -0.009  -17.176  15.168
C  -0.906  -17.972  16.141
C  -0.327  -17.782  17.514
C  -0.677  -16.370  17.982
C  -0.483  -15.308  16.881
C  0.411  -15.852  15.765
H  -0.895  -18.981  15.792
H  -1.900  -17.557  16.057
H  0.772  -17.975  17.557
H  -0.867  -18.522  18.133
H  -0.066  -16.182  18.907
H  -1.685  -16.307  18.283
H  0.067  -14.374  17.264
H  -1.472  -14.974  16.514
H  1.465  -15.998  16.127
H  0.489  -15.040  15.021

***

(3)
Here is a 3-piece molecular cluster, C35H50Br2F3N3O7P2S overall from OMol25. Energies are from wB97M-V/def2-TZVPD.

Summary:
Structure (SMILES) = COCCCCc1c(CCC(F)(F)F)ccc2c1Sc1c(c(/C(Br)=C(/C)Br)cc(P(N)O)c1P(=O)(O)O)N2CCCCn1cccc1.CCO.CCO
Orbital gap = 6.9082 eV
Net charge = 0

Positions of all 103 atoms, in Å:
C  -2.959  4.016  2.955
O  -3.502  2.879  2.268
C  -4.299  3.279  1.129
C  -3.652  2.777  -0.217
C  -2.787  3.863  -0.982
C  -1.701  3.060  -1.849
C  -0.257  3.204  -1.279
C  0.378  4.520  -1.131
C  -0.260  5.910  -1.456
C  -0.915  6.044  -2.883
C  0.100  5.865  -4.067
F  1.052  6.873  -4.079
F  0.653  4.618  -4.148
F  -0.627  6.044  -5.252
C  1.776  4.553  -0.614
C  2.515  3.349  -0.242
C  1.864  2.022  -0.353
C  0.492  1.984  -0.875
S  -0.246  0.311  -1.036
C  1.212  -0.698  -1.446
C  2.497  -0.271  -0.836
C  3.740  -1.034  -1.150
C  5.077  -0.529  -0.530
Br  5.988  -1.420  0.945
C  5.674  0.598  -1.025
C  7.028  1.179  -0.512
Br  4.819  1.598  -2.486
C  3.665  -2.195  -2.033
C  2.375  -2.605  -2.630
P  2.531  -4.155  -3.718
N  2.451  -3.665  -5.413
O  1.234  -5.216  -3.379
C  1.099  -1.872  -2.358
P  -0.477  -2.471  -3.124
O  -0.284  -2.912  -4.534
O  -1.105  -3.812  -2.321
O  -1.703  -1.346  -3.149
N  2.665  0.876  0.032
C  2.560  0.543  1.471
C  1.177  -0.046  1.927
C  1.083  -0.320  3.497
C  -0.227  0.346  4.116
N  -1.447  -0.421  3.833
C  -1.747  -1.342  2.826
C  -3.109  -1.857  2.883
C  -3.707  -1.151  4.080
C  -2.625  -0.306  4.580
H  -2.037  4.343  2.383
H  -3.669  4.881  3.048
H  -2.628  3.696  3.977
H  -5.277  2.717  1.243
H  -4.536  4.375  1.147
H  -2.991  1.900  0.029
H  -4.458  2.412  -0.907
H  -2.258  4.579  -0.296
H  -3.475  4.436  -1.675
H  -2.060  1.991  -1.900
H  -1.676  3.401  -2.927
H  -0.990  6.223  -0.652
H  0.563  6.685  -1.413
H  -1.845  5.426  -3.023
H  -1.269  7.116  -2.969
H  2.276  5.554  -0.514
H  3.573  3.384  0.126
H  7.912  0.667  -0.994
H  7.137  1.157  0.601
H  7.099  2.263  -0.825
H  4.594  -2.772  -2.255
H  2.589  -4.487  -6.005
H  3.133  -2.932  -5.611
H  1.433  -6.032  -3.879
H  -0.838  -3.801  -1.381
H  -2.099  -1.380  -2.249
H  2.773  1.449  2.105
H  3.344  -0.227  1.747
H  0.902  -1.017  1.428
H  0.327  0.662  1.697
H  1.940  0.140  4.069
H  1.116  -1.422  3.729
H  -0.092  0.493  5.226
H  -0.344  1.372  3.659
H  -1.019  -1.654  2.042
H  -3.621  -2.606  2.239
H  -4.738  -1.277  4.471
H  -2.862  0.319  5.468
C  -6.787  -4.637  3.537
C  -6.701  -3.881  2.226
O  -5.340  -3.679  1.857
H  -6.274  -4.088  4.330
H  -7.827  -4.792  3.832
H  -6.297  -5.612  3.455
H  -7.171  -2.902  2.318
H  -7.205  -4.432  1.425
H  -4.930  -4.548  1.767
C  4.399  -6.638  -0.471
C  3.811  -5.476  0.305
O  2.600  -5.038  -0.300
H  4.593  -6.347  -1.506
H  5.334  -6.978  -0.019
H  3.699  -7.477  -0.501
H  4.504  -4.633  0.315
H  3.604  -5.764  1.341
H  1.987  -5.783  -0.299

***

(4)
Here is C35H50FN4NaO3P as an isolated structure from OMol25. Energies are from wB97M-V/def2-TZVPD.

Summary:
Orbital gap = 6.5813 eV
Net charge = +1

Positions of all 95 atoms, in Å:
Na  -1.376  -0.588  -2.855
C  -1.170  4.014  2.920
C  -0.835  4.794  1.657
N  -0.556  3.971  0.473
C  -1.583  3.346  -0.165
C  -1.464  2.474  -1.186
C  -2.718  1.831  -1.724
O  -3.773  2.068  -1.107
O  -2.506  1.236  -2.834
C  -0.169  1.954  -1.529
O  0.055  0.949  -2.239
C  0.926  2.675  -0.949
C  2.247  2.448  -1.414
C  3.292  3.182  -1.026
F  4.569  2.919  -1.366
C  3.147  4.203  -0.024
C  1.861  4.419  0.424
C  0.726  3.639  0.043
N  4.199  4.975  0.533
C  4.964  5.715  -0.492
C  5.985  6.582  0.269
N  5.612  6.668  1.768
C  5.830  5.296  2.287
C  5.097  4.215  1.463
H  -1.491  4.731  3.706
H  -0.320  3.498  3.285
H  -1.944  3.276  2.700
H  0.002  5.447  1.852
H  -1.681  5.349  1.345
H  -2.603  3.583  0.129
H  2.440  1.659  -2.160
H  1.782  5.222  1.138
H  4.262  6.289  -1.093
H  5.535  4.972  -1.120
H  6.006  7.562  -0.171
H  6.991  6.128  0.256
H  4.622  6.923  1.944
H  6.225  7.287  2.247
H  5.501  5.269  3.338
H  6.906  5.141  2.224
H  4.445  3.613  2.031
H  5.785  3.636  0.896
C  0.110  -0.204  1.535
C  -1.283  -0.787  1.731
C  -1.189  -1.578  3.035
C  -2.298  0.355  1.935
P  -1.799  -1.757  0.187
C  -0.797  -3.300  0.515
C  -1.097  -4.470  1.234
C  -0.143  -5.433  1.421
C  1.131  -5.316  0.848
C  1.444  -4.175  0.115
C  0.474  -3.228  -0.116
C  -3.578  -2.249  0.285
C  -4.121  -2.684  1.667
C  -4.430  -1.066  -0.255
C  -3.749  -3.351  -0.765
H  0.478  0.246  2.478
H  0.181  0.520  0.685
H  0.837  -1.013  1.329
H  -0.980  -0.923  3.891
H  -0.435  -2.367  3.071
H  -2.080  -2.081  3.292
H  -1.862  1.099  2.639
H  -3.263  0.066  2.383
H  -2.594  0.858  1.015
H  -2.097  -4.652  1.618
H  -0.364  -6.277  2.010
H  1.844  -6.118  0.966
H  2.453  -4.055  -0.280
H  0.685  -2.363  -0.730
H  -4.019  -1.893  2.382
H  -3.703  -3.599  2.089
H  -5.246  -2.911  1.571
H  -4.476  -0.250  0.462
H  -5.485  -1.342  -0.461
H  -3.962  -0.707  -1.189
H  -3.111  -4.224  -0.727
H  -3.772  -2.945  -1.786
H  -4.740  -3.767  -0.635
C  -0.108  -5.811  -4.620
C  -1.188  -5.415  -3.650
C  -0.882  -6.201  -2.358
C  -2.594  -5.795  -4.177
C  -1.171  -4.006  -3.330
N  -1.239  -2.908  -3.026
H  -0.239  -6.832  -4.861
H  0.892  -5.630  -4.218
H  -0.073  -5.292  -5.540
H  -0.838  -7.259  -2.540
H  -1.639  -6.023  -1.625
H  0.044  -5.861  -1.886
H  -2.615  -6.832  -4.494
H  -2.743  -5.211  -5.088
H  -3.390  -5.557  -3.502

***

(5)
Here is C35H51AuNP2 as an isolated structure from OMol25. Energies are from wB97M-V/def2-TZVPD.

Summary:
Orbital gap (alpha / beta) = 5.1380 / 4.9946 eV
Net charge = +1
⟨S²⟩ = 2.0613
2S+1 = 3

Positions of all 90 atoms, in Å:
Au  -1.774  -2.364  -2.132
C  -1.505  2.086  -1.959
C  -2.789  1.612  -1.660
C  -1.926  2.544  0.241
C  -1.043  2.809  -0.831
C  -2.965  1.710  -0.225
C  -0.880  2.055  -3.299
H  -1.311  1.375  -4.054
H  0.191  1.842  -3.275
H  -0.961  3.065  -3.711
C  0.067  3.761  -0.797
H  0.635  3.641  -1.724
H  0.699  3.444  0.046
H  -0.239  4.827  -0.644
C  -1.795  3.205  1.546
H  -1.971  4.286  1.405
H  -0.782  3.111  1.963
H  -2.520  2.789  2.256
C  -4.207  1.352  0.497
H  -4.812  2.279  0.391
H  -4.037  1.189  1.567
H  -4.761  0.488  0.098
C  -3.704  1.003  -2.633
H  -4.297  1.819  -3.063
H  -4.399  0.296  -2.137
H  -3.151  0.536  -3.472
C  1.589  -4.186  -1.790
C  1.123  -4.123  -3.062
C  0.010  -4.875  -3.628
C  -0.973  -5.366  -2.560
C  -1.330  -4.304  -1.599
C  -0.988  -4.386  -0.172
C  0.329  -5.187  0.181
C  1.412  -5.352  -0.869
H  0.302  -5.778  -4.167
H  -0.722  -6.299  -2.068
H  -0.434  -4.202  -4.371
H  1.343  -6.296  -1.437
H  2.516  -3.612  -1.583
H  1.677  -3.524  -3.796
H  2.342  -5.506  -0.312
H  0.711  -4.863  1.152
H  -1.778  -4.890  0.405
H  0.030  -6.221  0.359
H  -1.877  -5.553  -3.132
H  -2.391  -3.991  -1.948
P  0.499  -0.481  -1.466
C  2.063  0.353  -1.148
C  0.763  -0.940  -3.252
P  -1.283  -2.603  0.364
C  0.446  -1.975  -0.409
C  -3.206  -2.900  0.715
C  -1.126  -1.569  1.866
H  1.979  0.843  -0.172
H  2.191  1.151  -1.904
H  2.889  -0.378  -1.126
H  -0.185  -1.282  -3.647
H  1.479  -1.771  -3.392
H  1.051  -0.070  -3.806
H  -0.428  -2.092  2.520
H  -2.074  -1.323  2.344
H  -0.740  -0.602  1.493
H  1.051  -1.759  0.488
H  0.718  -2.904  -0.973
H  -3.663  -2.016  1.198
H  -3.242  -3.798  1.370
H  -3.775  -3.025  -0.224
C  3.833  -0.214  1.938
C  2.494  -0.317  2.328
C  1.743  0.824  2.491
C  2.258  2.119  2.194
C  3.641  2.186  1.836
C  4.393  1.047  1.665
N  1.453  3.235  2.204
C  1.678  4.285  3.025
C  1.087  5.538  2.657
C  1.148  6.611  3.532
C  1.836  6.480  4.776
C  2.441  5.253  5.109
C  2.405  4.195  4.225
H  4.399  -1.109  1.752
H  2.055  -1.285  2.567
H  0.696  0.788  2.816
H  4.073  3.180  1.660
H  5.440  1.118  1.358
H  0.549  5.610  1.702
H  0.670  7.576  3.267
H  1.844  7.341  5.481
H  2.945  5.175  6.074
H  2.860  3.262  4.503

***

The F_max results, record by record, are as follows: 0.9; 3.3; 4.0; 3.1; 3.5 eV/Å.